84
Properties=species:S:1:pos:R:3:forces:R:3 method="wB97M-V/def2-TZVPD" e_lumo_ev=0.5 mol_weight_g_mol=450.66 total_energy_ha=-1505.5498 largest_force_ha_per_bohr=0.2271 de_lowest_kj_mol=497.67 smiles=COCCNCCOC.COCCNCCOC.CCO.CCO.CCO.CCO
O 2.476 5.695 -4.322 0.809 1.104 -1.781
O -1.875 4.557 0.972 -1.104 2.635 1.515
O -2.226 0.314 -0.110 -0.310 6.999 -5.625
O 1.461 -1.167 0.437 1.542 -2.613 0.326
O 0.015 1.191 5.623 0.465 -0.796 1.811
O -0.609 -3.422 -3.473 4.828 3.181 -10.145
O 0.575 -4.468 3.446 -0.351 -1.490 1.429
O 0.002 1.682 -3.066 1.259 -2.291 -0.033
N -0.355 0.072 2.165 -1.058 -0.884 1.146
N -0.262 -3.621 0.009 -0.787 -1.336 -0.316
C -1.350 3.305 0.969 -1.532 -1.830 0.667
C -1.781 -0.306 2.218 -0.978 0.339 -1.389
C 1.455 -0.306 -0.636 -1.278 -0.229 -0.106
C 0.344 -4.439 1.048 -1.023 1.703 0.213
C -0.386 -5.480 3.770 -0.138 0.527 0.131
C 0.233 -2.258 -3.612 1.534 0.042 -1.265
C -0.211 -4.339 -1.264 1.460 0.936 -0.189
C 2.223 4.430 -3.815 -2.944 0.092 -0.049
C -0.535 1.258 4.332 2.613 0.557 0.645
C 0.212 -3.661 2.380 0.308 0.299 -0.326
C -2.150 -0.600 0.736 1.303 -7.997 5.008
C -0.999 -3.601 -2.332 -6.013 -1.177 9.410
C 0.358 1.135 -4.374 -1.563 1.323 1.221
C -2.536 -0.153 -1.402 -0.062 -0.298 -1.900
C -0.439 2.001 6.733 -1.083 0.328 -1.996
C 1.746 0.672 -4.298 0.623 -1.691 0.369
C 2.477 4.469 -2.398 1.801 -2.184 2.769
C 2.081 0.957 -0.215 -1.247 1.945 -0.063
C -0.822 2.993 -0.335 1.081 -2.515 -2.059
C 0.108 0.105 3.531 -1.328 0.809 0.748
H -1.914 -1.242 2.854 0.207 1.127 -1.070
H -0.371 1.960 -0.333 -0.267 1.129 0.020
H -0.492 2.459 -3.153 -1.146 1.660 -0.349
H 0.896 -0.812 1.114 -0.939 0.519 0.886
H 1.967 6.402 -3.900 0.020 -0.681 0.113
H 0.249 1.956 -5.068 0.169 0.166 -0.567
H -3.085 -1.104 0.687 -1.258 -1.312 0.801
H -0.073 3.687 -0.678 0.320 0.364 -0.025
H 1.917 -0.154 -3.585 -0.402 0.557 0.213
H 1.967 -0.760 -1.490 -0.011 -0.049 0.178
H 0.380 -1.955 -4.685 -0.884 -0.538 0.754
H 1.279 -2.548 -3.374 -0.507 0.272 0.569
H -0.383 0.387 -4.659 0.169 -0.239 0.056
H -1.990 -4.091 -2.429 0.125 -0.356 0.396
H -2.138 4.690 1.910 -0.002 0.482 -1.067
H 2.107 1.610 -1.074 0.025 0.525 -0.257
H 1.143 0.138 3.634 1.960 0.436 -0.147
H -0.821 -3.232 2.543 0.778 -0.411 -0.443
H -2.172 2.607 1.246 0.520 -0.211 -0.193
H 2.402 1.479 -4.033 0.455 0.267 -0.154
H 3.085 0.771 0.072 0.906 -0.051 0.714
H -1.586 2.880 -1.101 -0.319 0.365 0.004
H 0.227 -2.744 -0.017 0.368 0.371 -0.371
H 1.135 4.162 -3.991 0.955 -0.008 -0.068
H 2.825 3.646 -4.226 0.547 0.067 -1.006
H -1.651 -0.391 -2.038 -0.169 0.177 0.918
H -0.039 3.000 6.583 0.777 0.170 0.591
H -1.402 -5.071 3.671 0.083 -0.122 -0.212
H -1.563 1.159 4.346 -2.354 -0.139 0.159
H -0.601 3.210 1.707 1.233 -0.149 1.075
H -3.073 0.586 -1.991 0.041 0.574 0.417
H -1.516 2.245 6.609 0.138 -0.776 0.417
H -1.318 -2.665 -1.851 0.143 0.302 0.335
H 1.454 1.494 0.578 1.216 -0.824 -0.858
H 0.838 -4.452 -1.601 -0.020 -0.056 -0.102
H -0.269 2.249 3.930 -0.110 -0.178 -0.491
H -0.222 -5.378 1.036 0.419 -0.003 0.415
H -0.062 -1.324 -3.046 -0.090 -1.417 -0.249
H -3.194 -1.051 -1.499 0.421 0.370 1.015
H 1.396 -4.562 0.824 0.481 -0.625 0.208
H 2.385 3.479 -1.895 -0.313 0.562 -0.408
H -0.589 -5.337 -1.165 -0.263 -0.554 0.397
H -0.217 1.531 7.713 0.013 0.278 -0.908
H 1.999 0.166 -5.211 0.495 0.286 -0.869
H -2.487 0.497 2.649 1.057 -0.983 -0.571
H -0.328 0.972 1.737 0.295 0.832 -0.253
H -1.392 -1.394 0.385 -0.737 0.621 0.760
H -0.285 -5.753 4.815 0.344 0.120 0.196
H 0.387 -0.208 -0.863 0.054 0.624 -0.841
H -0.304 -6.415 3.203 0.142 0.307 -0.295
H -0.158 -0.841 3.992 -0.238 -0.121 0.164
H 0.972 -2.841 2.452 -0.793 -0.380 -0.563
H 3.522 4.718 -2.219 0.242 0.193 -0.131
H 1.932 5.168 -1.832 -1.123 0.976 0.526


34
Properties=species:S:1:pos:R:3:forces:R:3 method="wB97M-V/def2-TZVPD" e_lumo_ev=1.0 mol_weight_g_mol=166.31 total_energy_ha=-470.3389 largest_force_ha_per_bohr=0.0335 de_lowest_kj_mol=9.60
C -1.994 -0.417 0.202 -0.355 -0.347 -0.622
C 1.193 3.185 0.475 0.077 0.783 0.373
C -1.776 -2.663 -1.048 0.161 -0.319 -0.535
C -1.477 -1.855 0.164 -0.216 0.053 -0.678
C 1.754 2.137 -1.917 -0.166 0.200 0.071
C 0.223 -4.151 -0.968 1.417 -0.269 0.093
C 1.922 3.711 1.710 -0.568 0.042 -0.298
C 0.603 1.815 0.465 -0.224 -0.387 -0.729
C -2.614 -1.451 1.057 -0.720 -0.812 0.400
C 1.796 2.133 -0.408 0.065 0.064 0.218
C 0.730 0.813 1.565 0.644 -0.338 0.729
C -1.002 -3.629 -1.566 -1.552 0.728 0.192
H 0.700 -0.210 1.179 0.049 0.101 -0.128
H -3.621 -1.762 0.792 0.182 -0.179 -0.064
H -2.717 -2.463 -1.582 0.361 0.202 0.332
H 0.646 -3.493 -0.179 -0.142 -0.546 -0.572
H 1.154 4.002 2.449 0.498 -0.013 -0.114
H -0.061 0.864 2.323 0.117 0.242 -0.062
H -1.348 -4.123 -2.473 0.003 0.055 0.133
H -0.521 -2.077 0.633 -0.310 0.232 0.070
H 1.702 0.918 2.073 -0.397 -0.037 -0.048
H 2.735 1.751 -0.001 -0.136 -0.027 -0.095
H -0.336 1.734 -0.078 0.178 0.168 -0.066
H 2.551 4.583 1.478 -0.210 -0.248 0.060
H 0.837 2.588 -2.331 0.207 -0.170 0.297
H 0.952 -4.310 -1.776 0.190 0.244 0.358
H 0.076 -5.156 -0.565 -0.115 0.080 0.227
H -2.431 -1.550 2.120 0.076 0.512 -0.015
H -1.440 0.354 0.679 0.359 0.237 0.095
H 0.558 3.935 -0.008 0.286 -0.176 0.025
H 1.815 1.105 -2.268 0.030 0.083 -0.199
H 2.554 2.936 2.145 0.000 0.091 0.048
H -2.565 -0.110 -0.687 0.297 -0.094 0.533
H 2.600 2.708 -2.315 -0.087 -0.156 -0.032


16
Properties=species:S:1:pos:R:3:forces:R:3 method="wB97M-V/def2-TZVPD" e_lumo_ev=-5.5 mol_weight_g_mol=84.14 total_energy_ha=-250.9385 charge=+1 largest_force_ha_per_bohr=0.0409 de_lowest_kj_mol=175.46 smiles="C=[NH+]C(=C)CC"
N -1.529 0.778 0.274 0.590 -1.339 -0.920
C 0.569 1.299 1.204 0.335 0.309 0.209
C 0.404 -0.614 -0.440 0.166 -0.890 -0.798
C 1.907 -0.965 -0.397 -0.324 -0.814 -0.576
C -0.068 0.641 0.248 -0.654 -1.308 1.403
C -2.298 0.269 -0.607 -2.027 0.237 -0.512
H 2.000 -2.037 -0.190 -0.087 0.281 0.703
H 0.012 -0.773 -1.452 0.321 0.792 -0.189
H -3.357 0.533 -0.616 0.070 -0.143 0.878
H 0.132 1.982 1.922 -0.376 0.105 -0.333
H 2.401 -0.979 -1.363 -0.094 0.925 -0.261
H 1.620 1.154 1.367 0.253 -0.066 -0.213
H -0.101 -1.472 0.021 -0.217 0.361 0.658
H 2.466 -0.379 0.310 0.271 -0.014 0.182
H -2.022 0.981 1.141 0.389 1.239 -0.009
H -2.136 -0.419 -1.422 1.384 0.326 -0.222


47
Properties=species:S:1:pos:R:3:forces:R:3 method="wB97M-V/def2-TZVPD" e_lumo_ev="-2.6 / -5.6" mol_weight_g_mol=706.15 total_energy_ha=-2921.7464 spin_multiplicity=2 s2=0.76 charge=+1 largest_force_ha_per_bohr=0.0559
Hg -1.082 1.438 -1.129 -0.123 -0.176 0.044
Sb -3.382 0.661 0.767 -0.549 0.814 0.956
Cl 1.002 -3.973 0.779 -0.173 -0.326 -0.093
Cl -1.021 -4.845 -1.216 0.245 0.026 0.597
Cl -1.785 -4.353 1.601 0.310 -0.227 -0.303
S 1.668 -0.757 -1.255 -0.287 0.433 0.316
N 3.624 -1.936 -2.527 -0.715 0.071 0.722
N -1.305 -1.365 -0.220 0.800 -2.560 0.207
N 4.015 0.280 -2.134 -0.576 0.170 0.955
C -3.145 -0.996 2.192 0.353 -0.393 -1.050
C -6.318 0.939 2.001 -1.367 -1.009 0.700
C 6.303 -0.657 -1.996 0.091 0.921 -0.744
C -0.679 -3.923 0.272 -0.480 1.525 -0.555
C 5.825 1.388 -3.272 0.162 -1.359 0.648
C -0.994 -2.477 -0.060 -0.500 1.131 0.117
C -2.677 2.161 2.141 0.195 -0.441 0.338
C -3.537 3.422 2.168 -0.560 -0.248 0.288
C 3.180 -0.783 -1.962 1.146 -0.292 -1.357
C 7.636 -0.585 -2.450 -1.335 -1.483 1.023
C 8.010 0.380 -3.297 0.557 2.348 -1.563
C 7.126 1.421 -3.688 0.428 -0.822 1.041
C 5.405 0.306 -2.448 0.070 0.020 -0.651
C -5.490 1.320 0.800 -0.144 0.092 -1.729
C -4.067 -0.945 3.392 -1.232 0.097 0.658
H -6.260 -0.175 2.221 -0.204 1.425 -0.393
H 8.321 -1.358 -2.149 0.201 -0.087 0.098
H -3.360 -1.894 1.594 0.425 0.278 0.267
H -5.915 0.804 -0.084 0.167 0.198 0.393
H 9.017 0.421 -3.690 0.100 -0.066 0.125
H -1.671 2.409 1.765 -0.233 -0.184 0.654
H 7.476 2.296 -4.186 0.325 0.206 -0.681
H -2.051 -0.955 2.423 -0.980 -0.086 -0.149
H -3.534 -1.083 4.328 0.186 -0.201 0.016
H 3.667 1.168 -1.802 -0.268 -0.181 0.060
H -7.406 1.178 1.820 1.027 -0.288 -0.075
H -4.889 -1.711 3.353 0.931 0.552 -0.113
H -4.578 3.240 2.514 0.678 0.027 -0.250
H 2.980 -2.712 -2.503 0.163 0.132 -0.091
H -6.100 1.459 2.938 0.343 0.022 -0.188
H -3.122 4.186 2.818 0.176 0.000 0.171
H -2.654 1.587 3.112 0.250 0.914 -0.836
H -5.534 2.407 0.508 0.311 -1.016 0.582
H 4.367 -1.939 -3.193 0.381 0.022 -0.174
H -3.580 3.860 1.175 -0.118 0.101 -0.182
H 5.140 2.139 -3.595 -0.487 0.341 -0.005
H -4.610 0.002 3.520 0.438 -0.190 -0.052
H 5.984 -1.449 -1.349 -0.129 -0.232 0.257